Density functional theory data (ωB97M-V/def2-TZVPD) for C21H41HfN13O3PTe as an isolated structure in a non-equilibrium geometry.

The geometry in XYZ format:
```
81
C21H41HfN13O3PTe (ωB97M-V/def2-TZVPD)
Hf 10.31432 11.30736 10.99855
N 8.51562 10.46984 12.08854
C 8.78081 9.34972 13.03485
C 10.01935 9.72519 13.84620
N 11.09681 10.17977 12.92473
C 12.09234 9.10584 12.61058
C 12.96329 9.57310 11.41740
N 12.65563 11.01533 11.18016
H 7.89041 10.14332 11.35021
H 7.98643 11.25082 12.47414
H 7.88397 9.13906 13.60196
H 8.95011 8.49176 12.37736
H 9.78752 10.48682 14.59788
H 10.38777 8.85215 14.39704
H 11.63287 10.95346 13.41208
H 12.71819 8.98779 13.48198
H 11.62265 8.13966 12.42051
H 14.00842 9.42238 11.65121
H 12.74602 8.97341 10.50420
H 12.99153 11.56926 11.96754
H 13.12901 11.32298 10.33737
N 7.82847 13.47942 11.96706
C 7.77808 13.40055 10.59335
N 6.81035 14.01576 9.96713
C 6.80917 13.91770 8.63664
N 5.79004 14.42687 7.98265
N 7.85263 13.42993 7.93636
C 8.76277 12.81449 8.63183
N 8.72608 12.61020 9.97469
C 9.91783 12.21659 7.94875
C 10.14641 12.39660 6.59002
C 11.31398 11.89766 6.02497
C 12.15955 11.12772 6.82117
C 11.84544 10.92493 8.15603
N 10.77645 11.50857 8.73000
H 7.05682 14.05520 12.28808
H 8.69588 13.83554 12.37346
H 5.01180 14.81390 8.49319
H 5.67985 14.30138 6.97967
H 9.33164 12.83110 6.00474
H 11.54085 12.06808 4.95627
H 13.05228 10.67531 6.44803
H 12.49209 10.28020 8.72424
C 11.78012 7.55132 6.46756
C 10.83112 6.36455 6.61146
C 9.72422 6.46216 5.57303
C 10.29775 6.21284 8.06708
N 9.71127 7.43356 8.61857
C 8.44418 7.92085 8.57663
N 8.35080 8.99978 9.32734
N 9.59517 9.15479 9.84507
N 10.39027 8.21970 9.39664
H 12.02967 7.70814 5.42232
H 12.75518 7.49301 7.00604
H 11.31762 8.46652 6.83056
H 11.35679 5.40339 6.43798
H 9.17456 7.39910 5.57188
H 9.01526 5.61986 5.59240
H 10.20379 6.40693 4.57117
H 11.08835 5.94850 8.77221
H 9.51184 5.45958 8.13507
H 7.64266 7.46906 8.02961
C 9.90761 17.52133 12.92981
C 10.24617 16.38036 11.99189
O 10.87752 15.32161 12.85604
P 11.72549 14.10415 12.40136
O 10.68904 13.00718 11.89934
Te 13.11572 13.39252 14.14744
O 12.41048 14.45062 11.04377
C 13.71566 15.16391 11.11744
C 14.34248 15.00566 9.75473
H 9.47103 18.33621 12.34997
H 10.82992 17.82635 13.38366
H 9.21218 17.17942 13.67154
H 10.95260 16.63961 11.20695
H 9.35952 15.88215 11.51210
H 14.33033 14.69578 11.87388
H 13.49668 16.17533 11.42288
H 14.51248 13.93849 9.57857
H 15.32337 15.47910 9.74977
H 13.72563 15.40742 8.93981
```

Output
DFT total energy   -2419.2059 a.u.
Orbital gap   0.217 Ha
Max |F|   1.73 eV/Å
HOMO level   -0.553 hartree
LUMO   -9.150 eV
Energy above the lowest of the compared OMol25 structures with the same formula, charge and spin   0.0 kcal/mol
Total charge   +3